Entry 1:
ORCA calculation (ωB97M-V/def2-TZVPD) on C6H10O in the gas phase in a non-equilibrium geometry.

Calculated values
SMILES: C/C=C/CCC=O
ΔE to the lowest compared entry with this formula, charge and spin, eV: 1.924
Total energy, eV: -8429.3167
Charge: 0
Highest occupied orbital energy, eV: -9.20
Maximum force, eV/A: 6.2
LUMO, eV: 0.98
2S+1: 1

Cartesian coordinates (Å):
C  -2.114  0.665  -2.029
C  -1.342  -0.402  -1.147
C  -0.277  0.013  -0.324
C  0.362  -0.958  0.618
C  1.749  -0.540  1.279
C  1.913  0.895  1.731
O  2.935  1.566  1.712
H  -3.084  0.562  -1.736
H  -1.801  1.756  -1.605
H  -1.929  0.526  -3.027
H  -1.541  -1.453  -1.299
H  -0.174  1.070  -0.166
H  -0.343  -1.181  1.431
H  0.429  -1.901  -0.056
H  1.843  -1.281  2.037
H  2.492  -0.643  0.508
H  0.882  1.307  2.071

Atom charges from the natural (NBO) analysis, given in e for atoms 1 to 2: number 1, C, carries -0.61; number 2, C, carries -0.16

Entry 2:
ORCA calculation (ωB97M-V/def2-TZVPD) on a molecular structure, C6H10O.

Calculated values
ΔE to the lowest compared entry with this formula, charge and spin, eV: 0.922
Total energy, eV: -8430.3180
Charge: 0
Highest occupied orbital energy, eV: -9.60
Maximum force, eV/A: 0.5
LUMO, eV: 1.06
2S+1: 1

Cartesian coordinates (Å):
C  2.002  0.471  0.069
C  0.577  -0.004  0.039
C  -0.027  -1.342  0.525
C  -0.969  -0.967  -0.658
C  -1.675  0.376  -0.335
C  -0.511  1.018  0.436
O  0.202  -0.417  -1.311
H  2.074  1.271  -0.679
H  2.705  -0.317  -0.214
H  2.287  0.892  1.038
H  -0.401  -1.473  1.547
H  0.677  -2.146  0.283
H  -1.545  -1.666  -1.272
H  -2.639  0.375  0.181
H  -1.804  0.885  -1.298
H  -0.266  2.038  0.132
H  -0.687  1.007  1.517

Atom charges from the natural (NBO) analysis, given in e for atoms 1 to 2: number 1, C, carries -0.63; number 2, C, carries 0.25

Entry 3:
ORCA calculation (ωB97M-V/def2-TZVPD) on a molecular structure, C6H10O.

Calculated values
ΔE to the lowest compared entry with this formula, charge and spin, eV: 3.866
Total energy, eV: -8427.3742
Charge: 0
Highest occupied orbital energy, eV: -8.99
Maximum force, eV/A: 0.4
LUMO, eV: 1.14
2S+1: 1

Cartesian coordinates (Å):
C  -1.111  1.782  0.065
C  -1.191  0.455  0.051
C  0.112  -0.828  -1.603
C  0.485  -1.751  -0.511
O  1.819  -1.483  -0.106
C  1.447  -0.163  0.349
C  0.025  -0.350  -0.162
H  -0.136  2.269  0.062
H  -0.628  0.935  2.360
H  -1.987  2.419  0.067
H  -2.152  -0.057  0.023
H  -0.882  -0.973  -2.025
H  0.843  -0.367  -2.259
H  0.101  -2.754  -0.346
H  2.026  0.647  -0.110
H  1.567  -0.127  1.437
H  -0.340  0.345  2.707

Atom charges from the natural (NBO) analysis, given in e for atoms 1 to 2: number 1, C, carries -0.43; number 2, C, carries -0.15

| no. | orbital gap (eV) |
| --- | --- |
| 1 | 10.17 |
| 2 | 10.66 |
| 3 | 10.13 |